{
  "formula": "CH6InO6P",
  "method": "wB97M-V/def2-TZVPD",
  "symbols": ["In", "P", "O", "O", "O", "O", "O", "H", "H", "C", "O", "H", "H", "H", "H"],
  "coordinates": [[-0.615, -0.779, 0.558], [-2.556, 0.566, -1.561], [-2.380, -0.945, -1.273], [-3.862, 1.002, -0.947], [-2.523, 0.636, -3.072], [-1.378, 1.262, -0.899], [-0.464, -3.538, 1.683], [0.246, -4.080, 1.326], [-0.817, -4.050, 2.417], [2.638, 1.698, 0.574], [1.528, 1.082, -0.100], [3.426, 1.951, -0.134], [2.287, 2.631, 1.022], [2.994, 1.036, 1.357], [1.478, 1.528, -0.950]],
  "forces_ev_per_angstrom": [[-0.018, 0.530, -0.323], [0.446, -0.386, 0.111], [-0.394, -0.041, -0.037], [-0.186, -0.023, 0.251], [0.150, -0.047, -0.302], [0.102, 0.219, 0.222], [0.046, -0.046, 0.008], [0.052, -0.057, -0.054], [-0.091, -0.016, 0.061], [-0.625, 0.379, -0.079], [0.608, -0.066, 0.030], [0.186, -0.228, 0.098], [0.151, -0.014, 0.166], [0.075, -0.087, -0.078], [-0.500, -0.119, -0.075]],
  "nbo_charge": [0.912, 2.399, -0.857, -0.747, -0.728, -1.000, -0.956, 0.479, 0.483, -0.251, -0.749, 0.174, 0.173, 0.183, 0.486],
  "total_energy_ev": -27879.169,
  "charge": 0,
  "homo_energy_ev": -9.80,
  "orbital_gap_ev": 5.33
}